# 1
C28H42Cl16N4O2S | ωB97M-V with the def2-TZVPD basis set

Geometry as XYZ:
```
93
Properties=species:S:1:pos:R:3:mulliken_charge:R:1
C 8.907 -0.562 -0.046 -0.69
C 7.683 0.202 -0.563 0.68
O 7.446 0.217 -1.759 -0.58
O 6.917 0.784 0.397 -0.29
C 6.337 2.035 -0.008 -0.76
C 5.236 2.388 1.006 -0.77
C 4.223 1.203 1.062 -0.26
C 2.770 1.668 1.228 -0.81
C 1.734 0.563 1.043 0.88
C 2.028 -0.629 0.425 -0.23
C 1.086 -1.629 0.215 -0.43
C 1.501 -2.907 -0.469 -1.46
C 1.805 -4.106 0.504 1.18
N 1.961 -3.688 1.902 -0.61
N 2.959 -4.910 0.075 -0.62
N 0.633 -5.015 0.433 -0.66
C -0.187 -1.377 0.658 0.95
C -0.538 -0.205 1.324 -0.99
C 0.435 0.739 1.501 -0.59
N -1.857 0.043 1.823 0.21
C -2.881 -0.271 0.874 -1.47
C -3.905 0.637 0.707 0.82
C -4.911 0.420 -0.206 -0.75
C -4.858 -0.734 -0.979 -0.59
C -3.865 -1.660 -0.817 -0.85
C -2.877 -1.425 0.122 1.13
S -1.521 -2.558 0.416 -0.28
H 9.827 -0.094 -0.404 0.06
H 8.883 -0.590 1.051 0.31
H 8.814 -1.598 -0.391 0.30
H 5.901 1.984 -1.013 0.38
H 7.077 2.851 -0.021 0.48
H 4.677 3.236 0.582 0.37
H 5.647 2.640 1.989 0.38
H 4.553 0.494 1.832 0.33
H 4.301 0.699 0.090 0.21
H 2.596 2.415 0.432 0.33
H 2.600 2.206 2.172 0.37
H 3.026 -0.834 0.037 0.27
H 2.451 -2.683 -0.984 0.33
H 0.810 -3.253 -1.241 0.27
H 1.775 -4.526 2.452 0.25
H 2.930 -3.459 2.119 0.27
H 3.813 -4.594 0.520 0.27
H 3.057 -4.890 -0.939 -0.01
H 1.008 -5.956 0.362 0.27
H 0.070 -4.950 1.277 0.21
H 0.209 1.681 2.003 0.50
H -1.999 -0.484 2.680 0.18
H -3.941 1.576 1.306 -0.14
H -5.713 1.146 -0.315 0.42
H -5.647 -0.879 -1.712 0.71
H -3.848 -2.564 -1.423 0.48
Cl -5.076 6.242 1.077 -0.18
C -4.051 5.044 1.881 -0.13
Cl -4.287 3.421 1.216 -0.03
H -3.012 5.325 1.746 0.30
H -4.297 5.025 2.938 0.04
Cl 0.655 -4.650 -3.767 -0.12
C 2.272 -4.893 -4.429 -0.30
Cl 3.527 -4.651 -3.202 -0.15
H 2.346 -5.907 -4.804 0.29
H 2.433 -4.184 -5.233 0.30
Cl -4.933 1.005 -2.936 0.04
C -4.412 2.121 -4.211 -0.48
Cl -5.332 3.632 -4.166 -0.16
H -3.361 2.347 -4.068 0.34
H -4.562 1.649 -5.178 0.30
Cl -7.170 0.002 -6.537 -0.17
C -7.741 1.083 -5.258 0.24
Cl -9.491 1.313 -5.334 -0.17
H -7.486 0.653 -4.296 -0.01
H -7.257 2.048 -5.372 0.09
Cl 12.478 -1.709 -3.825 -0.16
C 11.713 -1.116 -2.348 -0.15
Cl 12.575 0.279 -1.681 -0.16
H 10.694 -0.821 -2.576 0.18
H 11.715 -1.912 -1.610 0.28
Cl -9.260 1.749 -1.021 -0.10
C -10.582 2.792 -1.563 -0.33
Cl -9.977 4.283 -2.291 -0.15
H -11.167 2.256 -2.302 0.26
H -11.200 3.045 -0.709 0.32
Cl -4.550 1.643 3.708 0.06
C -5.319 2.477 5.057 -0.53
Cl -4.352 3.855 5.612 -0.17
H -6.291 2.839 4.737 0.36
H -5.435 1.779 5.881 0.31
Cl -0.939 1.874 5.601 -0.13
C -1.700 0.526 6.453 -0.38
Cl -2.913 -0.279 5.447 -0.14
H -0.935 -0.194 6.721 0.33
H -2.185 0.905 7.345 0.30
```

Summary:
- spin multiplicity = 1
- HOMO energy (eV) = -7.725
- HOMO-LUMO gap (eV) = 8.10
- SMILES string = CC(=O)OCCCCc1cc(CC(N)(N)N)c2c(c1)Nc1ccccc1S2.ClCCl.ClCCl.ClCCl.ClCCl.ClCCl.ClCCl.ClCCl.ClCCl
- energy (eV) = -250966.330



# 2
C28H42F18N4O20S6 | ωB97M-V with the def2-TZVPD basis set

Geometry as XYZ:
```
118
Properties=species:S:1:pos:R:3:mulliken_charge:R:1
C 0.592 0.820 -0.021 -0.89
N 0.902 -0.450 -0.665 -0.02
C 1.162 -1.550 0.441 -0.92
C -0.413 -0.879 -1.336 -0.93
C 2.169 -0.422 -1.558 -0.45
C 2.376 0.598 -2.716 -0.74
O 2.126 1.952 -2.312 -0.52
H 1.537 1.227 0.336 0.37
H 0.082 0.678 0.932 0.39
H 0.067 1.498 -0.693 0.34
H 1.399 -2.493 -0.052 0.41
H 0.211 -1.703 0.952 0.42
H 1.953 -1.366 1.168 0.35
H -1.143 -1.000 -0.537 0.42
H -0.143 -1.867 -1.710 0.43
H -0.737 -0.186 -2.113 0.39
H 2.175 -1.424 -1.988 0.43
H 2.972 -0.264 -0.838 0.37
H 1.758 0.295 -3.561 0.42
H 3.351 0.575 -3.203 0.41
H 1.656 2.408 -3.014 0.33
C 1.005 7.460 2.313 -1.01
N 0.197 8.430 1.534 -0.18
C 0.905 8.451 0.141 -0.83
C -1.269 7.959 1.483 -0.80
C 0.397 9.897 2.128 -0.50
C -0.039 10.152 3.596 -0.55
O 0.860 9.758 4.549 -0.51
H 0.886 6.495 1.821 0.46
H 0.589 7.356 3.315 0.40
H 2.057 7.693 2.480 0.38
H 1.862 8.941 0.317 0.38
H 0.308 9.140 -0.456 0.41
H 0.988 7.436 -0.248 0.37
H -1.737 8.067 2.462 0.33
H -1.481 6.932 1.187 0.39
H -1.664 8.611 0.704 0.36
H -0.214 10.488 1.447 0.44
H 1.395 10.312 1.986 0.40
H -1.018 9.728 3.820 0.27
H -0.162 11.233 3.670 0.45
H 0.737 10.265 5.355 0.33
C -0.146 -11.614 3.948 -0.91
N -0.157 -10.210 4.280 0.05
C 0.501 -9.239 3.555 -0.10
C 0.440 -7.908 3.989 -0.70
C -0.295 -7.552 5.141 0.61
C -0.994 -8.575 5.789 -0.58
C -0.925 -9.925 5.362 -0.31
C -0.452 -6.174 5.651 0.59
C 0.685 -5.378 5.975 -0.65
C 0.576 -4.177 6.505 -0.23
N -0.676 -3.584 6.631 0.08
C -1.776 -4.311 6.473 -0.16
C -1.690 -5.564 5.899 -0.68
C -0.776 -2.294 7.308 -0.89
H -1.161 -12.004 4.023 0.33
H 0.485 -12.123 4.677 0.37
H 0.311 -11.752 2.968 0.30
H 1.060 -9.550 2.685 0.43
H 1.019 -7.145 3.490 0.50
H -1.637 -8.327 6.620 0.49
H -1.620 -10.626 5.799 0.36
H 1.687 -5.758 5.841 0.43
H 1.431 -3.546 6.699 0.38
H -2.707 -3.808 6.687 0.44
H -2.555 -6.148 5.622 0.59
H -1.579 -1.729 6.835 0.39
H 0.216 -1.857 7.195 0.26
H -1.056 -2.471 8.346 0.36
C -4.643 5.300 -4.159 0.56
F -3.646 4.524 -3.591 -0.23
F -5.242 5.942 -3.157 -0.22
F -4.079 6.160 -5.036 -0.21
S -5.900 4.220 -5.177 1.08
O -5.348 4.231 -6.566 -0.61
O -5.934 2.852 -4.599 -0.62
O -7.162 4.995 -5.161 -0.64
C 2.609 -4.315 -7.975 0.58
F 3.543 -3.418 -7.647 -0.21
F 1.913 -3.755 -8.941 -0.23
F 3.178 -5.400 -8.533 -0.23
S 1.476 -4.708 -6.437 1.11
O 2.442 -4.922 -5.305 -0.71
O 0.685 -3.582 -6.197 -0.60
O 0.730 -5.912 -6.787 -0.66
C -3.465 -7.649 -0.956 0.58
F -3.249 -6.688 -1.857 -0.21
F -4.127 -8.561 -1.629 -0.21
F -2.276 -8.148 -0.565 -0.23
S -4.503 -6.949 0.612 1.07
O -3.938 -5.666 1.067 -0.63
O -5.920 -6.855 0.136 -0.66
O -4.420 -8.014 1.671 -0.70
C 9.073 0.225 -5.330 0.58
F 8.115 -0.500 -5.939 -0.21
F 10.142 0.441 -6.137 -0.21
F 8.489 1.373 -4.951 -0.22
S 9.796 -0.734 -3.815 1.08
O 10.261 -2.061 -4.274 -0.66
O 10.948 0.104 -3.433 -0.69
O 8.809 -0.776 -2.707 -0.67
C -6.699 3.998 3.723 0.58
F -7.252 4.152 4.917 -0.22
F -7.527 3.265 2.950 -0.22
F -6.520 5.227 3.149 -0.22
S -5.102 2.981 3.859 1.07
O -5.414 1.653 4.500 -0.67
O -4.743 2.743 2.455 -0.63
O -4.232 3.893 4.630 -0.68
C 2.233 5.936 -9.332 0.56
F 1.923 7.201 -8.893 -0.23
F 2.113 5.915 -10.693 -0.23
F 3.461 5.605 -9.013 -0.20
S 0.849 4.655 -8.595 1.07
O -0.453 5.008 -9.151 -0.60
O 1.231 3.289 -9.095 -0.63
O 0.904 4.822 -7.142 -0.63
```

Summary:
- spin multiplicity = 1
- HOMO energy (eV) = -3.802
- total charge = -2
- HOMO-LUMO gap (eV) = 0.84
- energy (eV) = -190541.739



# 3
C28H42F3N11O7P2S | ωB97M-V with the def2-TZVPD basis set

Geometry as XYZ:
```
94
Properties=species:S:1:pos:R:3:mulliken_charge:R:1
C -2.559 -3.511 -0.105 -0.74
P -2.160 -2.355 -1.572 0.16
C -2.685 -0.546 -1.260 -0.54
C -0.358 -2.517 -2.179 0.51
P -0.441 -2.669 -4.080 0.19
O -2.091 -3.203 -4.457 -0.48
O 0.601 -3.913 -4.710 -0.51
O 0.055 -3.898 -1.774 -0.24
C 1.431 -3.884 -1.186 0.32
O 1.962 -4.860 -0.436 -0.52
O 2.020 -2.581 -1.553 -0.32
C 0.847 -1.678 -1.457 -0.25
S 1.466 -0.070 -2.185 1.20
O 0.801 0.355 -3.516 -0.51
O 3.028 -0.176 -2.379 -0.65
C 1.238 1.398 -0.983 0.57
F 0.737 2.541 -1.811 -0.21
F 2.566 1.730 -0.349 -0.14
F 0.279 1.074 0.119 -0.21
H -2.662 -4.610 -0.556 0.05
H -1.797 -3.451 0.789 0.29
H -3.649 -3.240 0.283 0.36
H -3.379 -0.235 -2.179 0.17
H -1.732 0.144 -1.321 -0.08
H -3.254 -0.472 -0.222 0.36
H -2.114 -4.175 -4.165 0.24
H -0.041 -4.579 -5.138 0.41
H 0.708 -1.567 -0.277 0.40
C 3.755 3.117 1.925 -0.36
C 3.909 4.244 2.859 0.12
N 4.031 5.135 3.597 -0.46
H 3.324 2.239 2.418 0.30
H 3.097 3.372 1.087 0.31
H 4.716 2.810 1.499 0.06
C 5.089 3.637 -1.850 -0.78
C 5.613 2.725 -0.820 0.50
N 6.027 2.004 -0.006 -0.53
H 4.187 4.156 -1.511 0.25
H 5.821 4.405 -2.121 0.35
H 4.828 3.102 -2.769 0.26
C -1.018 3.343 2.967 -0.52
C -1.588 2.031 3.317 0.43
N -2.038 0.995 3.594 -0.51
H -1.244 3.618 1.931 0.15
H -1.414 4.140 3.606 0.32
H 0.071 3.353 3.075 0.16
C -1.737 2.100 -4.247 -0.34
C -3.170 2.093 -3.907 0.29
N -4.302 2.088 -3.639 -0.42
H -1.110 2.177 -3.352 -0.13
H -1.441 1.184 -4.771 0.25
H -1.479 2.942 -4.897 0.39
C -7.370 2.777 -4.948 -0.58
C -8.803 2.771 -4.609 0.28
N -9.935 2.765 -4.340 -0.37
H -6.743 2.855 -4.054 0.14
H -7.074 1.862 -5.472 0.26
H -7.112 3.620 -5.598 0.27
C 2.411 -4.659 3.216 -0.59
C 0.978 -4.665 3.556 0.22
N -0.154 -4.671 3.824 -0.44
H 3.038 -4.581 4.110 0.38
H 2.707 -5.574 2.692 0.31
H 2.669 -3.816 2.566 0.11
C 5.598 1.658 5.335 -0.49
C 5.029 0.347 5.686 0.33
N 4.579 -0.690 5.962 -0.38
H 5.373 1.934 4.299 -0.04
H 5.203 2.455 5.975 0.29
H 6.688 1.668 5.443 0.29
C -4.482 5.369 -1.295 -0.78
C -3.640 4.351 -0.645 0.29
N -2.974 3.548 -0.131 -0.32
H -4.026 5.743 -2.218 0.26
H -5.467 4.970 -1.560 0.24
H -4.648 6.233 -0.644 0.32
C -1.945 -7.538 -2.834 -0.70
C -1.623 -6.749 -4.034 0.65
N -1.369 -6.125 -4.983 -0.60
H -2.247 -6.899 -1.998 0.09
H -2.767 -8.238 -3.018 0.34
H -1.087 -8.129 -2.496 0.29
C 6.221 -2.514 1.809 -0.71
C 5.652 -3.826 2.159 0.45
N 5.202 -4.862 2.436 -0.45
H 5.996 -2.239 0.773 0.25
H 5.826 -1.718 2.448 0.17
H 7.311 -2.504 1.917 0.32
C -2.957 2.160 6.839 -0.46
C -3.983 3.203 6.998 0.32
N -4.794 4.028 7.124 -0.38
H -2.832 1.872 5.790 -0.02
H -1.979 2.495 7.201 0.26
H -3.213 1.252 7.395 0.28
```

Summary:
- spin multiplicity = 1
- HOMO energy (eV) = -8.352
- HOMO-LUMO gap (eV) = 7.03
- SMILES string = CP(C)[C@]1(P(O)O)OC(=O)O[C@H]1S(=O)(=O)C(F)(F)F.CC#N.CC#N.CC#N.CC#N.CC#N.CC#N.CC#N.CC#N.CC#N.CC#N.CC#N
- energy (eV) = -97993.888